Here is a 3-piece molecular cluster, C20H41F3N2O6 overall in a non-equilibrium geometry from the OMol25 dataset. Energies are from ωB97M-V/def2-TZVPD.

SMILES: C=CCC(=O)OCCCC(F)(F)F.COCCNCCOC.COCCNCCOC
Total energy, Ha: -1647.0640

Bonds (Å) are listed after each position.
Element x y z (Å)
1 C 3.108 -4.276 0.108  C2 1.302, H14 1.085, H15 1.086
2 C 2.541 -3.105 0.081  C1 1.302, C3 1.535, H16 1.086
3 C 2.178 -2.503 -1.283  C2 1.535, C4 1.533, H17 1.094, H18 1.093
4 C 1.186 -1.341 -1.148  C3 1.533, O5 1.173, O6 1.369
5 O 1.565 -0.239 -1.019  C4 1.173
6 O -0.138 -1.682 -1.230  C4 1.369, C7 1.457
7 C -0.567 -2.228 0.051  O6 1.457, C8 1.526, H19 1.102, H20 1.095
8 C -2.068 -2.011 0.222  C7 1.526, C9 1.558, H21 1.101, H22 1.094
9 C -3.008 -3.092 -0.391  C8 1.558, C10 1.507, H23 1.096, H24 1.092
10 C -2.352 -4.331 -0.943  C9 1.507, F11 1.357, F12 1.315, F13 1.324
11 F -3.339 -5.130 -1.422  C10 1.357
12 F -1.557 -4.123 -1.969  C10 1.315
13 F -1.751 -5.070 -0.023  C10 1.324
14 H 3.569 -4.646 1.018  C1 1.085
15 H 3.123 -4.864 -0.805  C1 1.086
16 H 2.359 -2.541 0.992  C2 1.086
17 H 1.754 -3.271 -1.937  C3 1.094
18 H 3.109 -2.110 -1.699  C3 1.093
19 H -0.068 -1.610 0.814  C7 1.102
20 H -0.218 -3.254 0.213  C7 1.095
21 H -2.289 -1.882 1.293  C8 1.101
22 H -2.306 -1.062 -0.267  C8 1.094
23 H -3.669 -3.441 0.411  C9 1.096
24 H -3.671 -2.679 -1.154  C9 1.092
25 C -4.688 0.544 6.999  O26 1.416, H34 1.089, H35 1.095, H36 1.093
26 O -5.776 0.321 6.119  C25 1.416, C27 1.424
27 C -6.299 1.505 5.525  O26 1.424, C28 1.519, H37 1.094, H38 1.094
28 C -5.942 1.590 4.051  C27 1.519, N29 1.458, H39 1.094, H40 1.097
29 N -4.520 1.843 3.856  C28 1.458, C30 1.462, H41 1.011
30 C -4.051 1.653 2.484  N29 1.462, C31 1.529, H42 1.093, H43 1.095
31 C -4.212 0.272 1.846  C30 1.529, O32 1.420, H44 1.094, H45 1.095
32 O -3.388 -0.739 2.408  C31 1.420, C33 1.419
33 C -3.883 -1.324 3.602  O32 1.419, H46 1.092, H47 1.092, H48 1.092
34 H -4.525 -0.373 7.563  C25 1.089
35 H -3.769 0.778 6.454  C25 1.095
36 H -4.909 1.349 7.706  C25 1.093
37 H -5.988 2.403 6.067  C27 1.094
38 H -7.388 1.434 5.606  C27 1.094
39 H -6.518 2.399 3.591  C28 1.094
40 H -6.255 0.645 3.589  C28 1.097
41 H -3.986 1.233 4.461  N29 1.011
42 H -2.985 1.893 2.483  C30 1.093
43 H -4.541 2.394 1.845  C30 1.095
44 H -3.888 0.366 0.805  C31 1.094
45 H -5.255 -0.060 1.807  C31 1.095
46 H -4.973 -1.388 3.612  C33 1.092
47 H -3.529 -0.775 4.477  C33 1.092
48 H -3.477 -2.335 3.673  C33 1.092
49 C 7.121 3.961 -4.094  O50 1.415, H58 1.090, H59 1.094, H60 1.094
50 O 6.297 3.758 -2.961  C49 1.415, C51 1.424
51 C 5.009 4.357 -3.061  O50 1.424, C52 1.519, H61 1.094, H62 1.094
52 C 3.923 3.311 -3.251  C51 1.519, N53 1.458, H63 1.094, H64 1.097
53 N 3.994 2.697 -4.572  C52 1.458, C54 1.463, H65 1.011
54 C 3.176 1.493 -4.725  N53 1.463, C55 1.529, H66 1.093, H67 1.095
55 C 3.460 0.301 -3.810  C54 1.529, O56 1.420, H68 1.094, H69 1.095
56 O 4.698 -0.349 -4.054  C55 1.420, C57 1.415
57 C 5.829 0.265 -3.464  O56 1.415, H70 1.093, H71 1.093, H72 1.091
58 H 8.136 3.674 -3.822  C49 1.090
59 H 6.806 3.340 -4.939  C49 1.094
60 H 7.129 5.012 -4.396  C49 1.094
61 H 4.975 5.118 -3.845  C51 1.094
62 H 4.829 4.859 -2.106  C51 1.094
63 H 2.946 3.786 -3.128  C52 1.094
64 H 4.044 2.571 -2.451  C52 1.097
65 H 4.954 2.456 -4.777  N53 1.011
66 H 3.311 1.155 -5.756  C54 1.093
67 H 2.124 1.774 -4.619  C54 1.095
68 H 2.692 -0.449 -4.020  C55 1.094
69 H 3.356 0.547 -2.748  C55 1.095
70 H 5.594 0.729 -2.503  C57 1.093
71 H 6.267 1.003 -4.142  C57 1.093
72 H 6.582 -0.507 -3.299  C57 1.091